# 1
Here is a molecular structure, C31H47BrN2P2Pd from the OMol25 dataset. Energies are from ωB97M-V with the def2-TZVPD basis set.

## Properties
- energy relative to the best compared isomer or geometry (same formula, charge and spin) (kJ/mol) = 28.3
- orbital gap (alpha / beta) (eV) = 6.10 / 3.51
- lowest unoccupied orbital energy (alpha / beta) (eV) = -6.33 / -8.89
- HOMO level (alpha / beta) (eV) = -12.42 / -12.40

Structure (ORCA input):
```
! RIJCOSX wB97M-V def2-TZVPD def2/J DEFGRID3
* xyz 2 3
C 4.541 -2.261 3.918
C -2.151 -0.699 -2.158
H 0.717 0.462 2.014
C 3.364 -2.004 4.615
C -3.863 0.461 1.061
H -0.741 2.131 -2.449
P 1.531 0.508 -1.905
H 3.230 -2.876 0.827
H 2.251 2.860 -2.014
H -4.658 -1.398 -6.429
Br -4.809 -0.652 3.492
H 1.208 -1.770 4.494
Pd -0.290 -0.409 -1.448
H 0.161 3.737 0.514
H 0.886 0.204 -4.168
C -3.285 -1.868 1.318
C 2.433 1.265 3.134
C 2.120 -1.506 -3.773
H -3.080 2.304 4.634
H 4.644 -0.281 -1.827
H -2.655 3.711 3.649
C 2.783 -0.125 -0.758
C -1.847 -1.978 -2.777
H 2.810 2.259 3.409
H 2.472 0.152 0.258
H -0.089 3.783 -2.576
H 4.209 1.383 -1.406
N -4.631 -3.334 -5.650
H -1.453 3.270 1.122
C -2.235 2.884 4.237
C 1.291 1.394 2.120
H 0.019 -1.978 2.431
H -3.352 1.423 -0.812
H 0.190 5.677 2.155
C -4.006 -0.744 1.815
C 2.132 -2.035 3.971
H -1.689 3.307 5.089
H -2.282 -2.764 -0.431
H 4.818 0.284 -0.180
H 1.253 -2.132 -3.532
H -1.003 1.125 4.043
H -4.550 -5.194 -4.734
H 3.392 -1.769 5.676
H -1.933 1.513 2.581
C -3.257 0.503 -0.204
H -1.454 5.260 2.675
H -2.584 -4.605 -3.310
C -0.748 5.204 1.841
H 2.073 0.777 4.052
H -1.229 -2.677 -2.213
H 5.502 -2.244 4.437
C -1.345 1.949 3.401
H 1.073 2.538 -0.754
C 0.155 2.722 -2.715
C 4.500 -2.574 2.554
C -2.548 -2.499 -3.957
H 2.932 -1.835 -3.118
H 0.382 2.553 -3.776
C -0.508 3.759 1.386
C 2.065 -2.304 2.577
H -2.486 0.118 -2.815
H 2.586 0.622 -4.099
C -2.605 -0.660 -0.722
H 5.416 -2.778 2.010
H 3.266 0.667 2.738
C -4.150 -2.093 -5.734
C -3.067 -1.646 -4.965
C -2.632 -1.842 0.057
C 3.270 -2.626 1.887
C 1.321 2.311 -1.804
C 1.819 -0.013 -3.635
H 2.404 -1.752 -4.806
P 0.173 2.715 2.714
N 0.876 -2.166 1.930
H -3.233 -2.759 1.940
H -1.167 5.792 1.015
C -2.990 -3.852 -3.980
H 2.705 -1.219 -0.770
H 1.673 1.664 1.124
C -4.088 -4.198 -4.782
H -4.271 1.362 1.516
C 4.184 0.346 -1.067
H 0.808 -2.197 0.914
H -2.679 -0.643 -5.096
*
```

---

# 2
Here is 2 unconnected molecules or ions with the total composition C2H3O4P from the OMol25 dataset. Energies are from ωB97M-V with the def2-TZVPD basis set.

## Properties
- energy relative to the best compared isomer or geometry (same formula, charge and spin) (kJ/mol) = 20.7
- SMILES = CP(=O)=O.O=C=O
- orbital gap (eV) = 12.13
- lowest unoccupied orbital energy (eV) = 0.18
- HOMO level (eV) = -11.95

Structure (ORCA input):
```
! RIJCOSX wB97M-V def2-TZVPD def2/J DEFGRID3
* xyz 0 1
O -3.211 0.600 -0.214
H 2.164 -0.309 -1.054
H 2.126 -1.559 0.315
C -2.311 1.319 -0.145
O -0.595 -0.385 1.416
C 1.805 -0.555 0.021
O -0.721 -0.689 -1.142
O -1.401 1.982 0.000
H 2.183 0.091 0.702
P -0.038 -0.494 0.102
*
```

---

# 3
Here is 2 unconnected molecules or ions with the total composition C23H25NO2 from the OMol25 dataset. Energies are from ωB97M-V with the def2-TZVPD basis set.

## Properties
- energy relative to the best compared isomer or geometry (same formula, charge and spin) (kJ/mol) = 489.9
- orbital gap (eV) = 2.76
- lowest unoccupied orbital energy (eV) = -2.46
- HOMO level (eV) = -5.22

Structure (ORCA input):
```
! RIJCOSX wB97M-V def2-TZVPD def2/J DEFGRID3
* xyz 0 1
C -2.875 -2.449 1.097
C -5.379 -1.296 1.630
C 0.827 1.108 1.453
H 3.564 2.394 -1.311
H -1.880 -2.855 0.915
O 1.407 -2.571 1.622
H 2.374 -1.105 -3.200
H 1.396 -5.176 1.543
H 3.422 -2.923 1.979
O 2.863 -0.831 1.736
C 0.567 -0.340 1.365
H 0.237 1.652 0.703
C -5.259 -2.682 1.439
H 0.545 1.498 2.447
H 2.733 -0.045 -4.567
C -4.007 -3.259 1.168
H -6.144 -3.314 1.503
C 1.640 1.831 -2.232
H 2.304 -3.421 3.286
C -2.988 -1.060 1.292
H 0.438 0.115 -2.761
C 3.024 1.711 -1.969
H -3.902 -4.333 1.016
C 2.460 -3.395 2.199
C 2.409 -4.772 1.605
H -6.353 -0.851 1.844
C -0.621 2.859 -2.094
C 1.216 0.763 -3.188
H 0.764 5.583 0.324
C 0.372 4.819 -0.351
H 0.791 1.175 -4.114
C -1.776 -0.281 1.290
H 4.608 0.324 -2.655
N -0.613 -0.867 1.261
C 1.731 -1.274 1.582
H 3.016 -5.434 2.226
C 0.758 2.844 -1.735
H -1.655 5.564 -0.308
C -4.255 -0.482 1.549
H -1.847 0.817 1.371
H -0.996 2.099 -2.785
H 2.861 -4.763 0.609
C 2.520 -0.057 -3.490
C -0.983 4.805 -0.705
H -2.528 3.812 -1.866
H -4.309 0.599 1.693
H 2.298 3.871 -0.599
C 3.567 0.642 -2.668
C 1.238 3.859 -0.861
C -1.475 3.824 -1.578
H 1.894 1.272 1.290
*
```

---

# 4
Here is 2 unconnected molecules or ions with the total composition C2H2N2 from the OMol25 dataset. Energies are from ωB97M-V with the def2-TZVPD basis set.

## Properties
- energy relative to the best compared isomer or geometry (same formula, charge and spin) (kJ/mol) = 289.9
- orbital gap (eV) = 9.20
- lowest unoccupied orbital energy (eV) = -0.73
- HOMO level (eV) = -9.93

Structure (ORCA input):
```
! RIJCOSX wB97M-V def2-TZVPD def2/J DEFGRID3
* xyz 0 1
H 1.047 -1.383 0.363
N 0.771 1.012 -0.201
C -1.280 -0.140 0.039
N -2.406 -0.388 -0.109
C 0.063 0.103 0.057
H 1.805 0.797 -0.150
*
```

---

# 5
Here is 2 unconnected molecules or ions with the total composition C5H14 from the OMol25 dataset. Energies are from ωB97M-V with the def2-TZVPD basis set.

## Properties
- energy relative to the best compared isomer or geometry (same formula, charge and spin) (kJ/mol) = 225.3
- orbital gap (alpha / beta) (eV) = 2.75 / 11.21
- lowest unoccupied orbital energy (alpha / beta) (eV) = 4.28 / 4.24
- HOMO level (alpha / beta) (eV) = 1.52 / -6.97

Structure (ORCA input):
```
! RIJCOSX wB97M-V def2-TZVPD def2/J DEFGRID3
* xyz -1 2
H -2.089 -1.889 0.382
H 1.364 -1.300 -2.062
C 0.331 1.536 -0.141
H -1.629 -0.143 -0.101
H -1.847 -0.818 2.663
C -1.239 -1.052 0.501
C -0.960 -0.779 2.027
C 1.403 0.647 -0.664
H -0.121 -0.489 -1.451
H 0.721 2.439 0.335
H -0.698 0.263 1.930
H -0.240 -1.577 2.403
H 2.036 0.183 0.110
H -0.321 -1.503 0.021
H 0.918 0.395 -2.684
H -0.451 1.016 0.550
H -0.381 2.106 -0.808
C 0.857 -0.271 -1.761
H 2.346 1.235 -1.251
*
```